Entry 1:
{
  "formula": "C37H59CrF5N5O4Si2Te3",
  "method": "wB97M-V/def2-TZVPD",
  "total_charge": 1,
  "e_above_lowest_kcal_mol": 11.2,
  "e_homo_ev": [-10.7, -10.6],
  "spin_multiplicity": 3,
  "species": ["Cr", "N", "C", "C", "C", "C", "N", "C", "N", "N", "C", "O", "O", "H", "H", "H", "H", "H", "H", "H", "H", "H", "H", "H", "H", "H", "H", "F", "Te", "F", "F", "F", "F", "O", "C", "C", "C", "C", "C", "C", "Te", "N", "C", "O", "C", "C", "C", "C", "C", "C", "C", "C", "C", "C", "C", "C", "C", "C", "C", "C", "H", "H", "H", "H", "H", "H", "H", "H", "H", "H", "H", "H", "H", "H", "H", "H", "H", "H", "H", "H", "H", "H", "H", "C", "Si", "C", "C", "C", "Te", "C", "Si", "C", "C", "C", "H", "H", "H", "H", "H", "H", "H", "H", "H", "H", "H", "H", "H", "H", "H", "H", "H", "H", "H", "H", "H", "H"],
  "xyz": [[-0.445, -0.317, -1.611], [-1.032, -3.201, 0.349], [-1.163, -4.091, -0.805], [-2.625, -4.489, -1.090], [-2.997, -4.990, -2.486], [-2.122, -6.057, -3.131], [-1.747, -7.147, -2.235], [-0.496, -7.476, -1.935], [0.517, -6.677, -2.239], [-0.266, -8.637, -1.294], [-0.559, -3.420, -2.041], [0.121, -4.110, -2.815], [-0.857, -2.206, -2.205], [-1.382, -3.663, 1.183], [-1.623, -2.388, 0.182], [-0.561, -4.982, -0.591], [-3.235, -3.599, -0.918], [-2.924, -5.219, -0.329], [-3.009, -4.153, -3.188], [-4.029, -5.349, -2.432], [-1.205, -5.619, -3.515], [-2.649, -6.494, -3.983], [-2.473, -7.780, -1.933], [0.377, -5.684, -2.530], [1.454, -6.974, -2.028], [-0.975, -9.349, -1.259], [0.673, -8.917, -1.072], [0.719, 3.762, -2.803], [-0.046, 2.055, -3.315], [-1.210, 3.070, -4.477], [-1.425, 0.507, -3.288], [0.828, -0.563, -2.960], [-1.439, 2.582, -2.087], [0.575, 1.272, -1.473], [0.123, 8.145, -1.599], [-0.006, 6.771, -1.022], [-1.238, 6.142, -0.938], [-1.380, 4.844, -0.459], [-2.766, 4.297, -0.366], [-0.227, 4.171, -0.054], [-0.077, 2.185, 0.707], [-1.168, 0.575, 0.138], [-2.395, 0.343, -0.300], [-2.372, -0.628, -1.115], [-3.648, 1.014, 0.044], [-4.540, 1.291, -0.988], [-5.732, 1.930, -0.699], [-6.046, 2.254, 0.615], [-5.174, 1.937, 1.646], [-3.968, 1.318, 1.363], [-1.152, 2.592, 2.531], [-1.591, 3.885, 2.791], [-2.162, 4.213, 4.013], [-2.295, 3.241, 4.989], [-1.842, 1.958, 4.738], [-1.258, 1.612, 3.522], [-0.755, 0.213, 3.344], [1.027, 4.774, -0.108], [2.285, 4.065, 0.283], [1.111, 6.076, -0.582], [-0.789, 8.722, -1.459], [0.313, 8.082, -2.671], [0.949, 8.688, -1.147], [-2.127, 6.669, -1.256], [-3.420, 5.021, 0.120], [-2.805, 3.376, 0.213], [-3.155, 4.083, -1.360], [-4.267, 1.041, -2.004], [-6.418, 2.178, -1.496], [-6.981, 2.748, 0.836], [-5.429, 2.174, 2.669], [-3.285, 1.067, 2.162], [-1.496, 4.656, 2.044], [-2.500, 5.223, 4.193], [-2.742, 3.479, 5.943], [-1.941, 1.198, 5.502], [0.315, 0.161, 3.553], [-0.925, -0.158, 2.333], [-1.256, -0.461, 4.039], [2.283, 3.724, 1.323], [3.136, 4.731, 0.163], [2.445, 3.198, -0.360], [2.082, 6.550, -0.623], [3.977, 1.715, -2.517], [4.450, 0.505, -1.163], [4.361, 1.255, 0.561], [6.224, -0.048, -1.453], [3.484, -1.122, -1.251], [1.567, -1.686, -0.572], [1.837, -1.290, 1.481], [2.858, -2.569, 2.409], [2.673, -4.236, 1.570], [4.662, -2.053, 2.454], [2.159, -2.659, 4.148], [4.207, 2.735, -2.216], [2.920, 1.672, -2.760], [4.546, 1.505, -3.423], [4.863, 2.221, 0.568], [4.870, 0.613, 1.290], [3.343, 1.420, 0.907], [6.898, 0.804, -1.372], [6.348, -0.464, -2.452], [6.554, -0.794, -0.733], [4.093, -1.858, -0.709], [3.467, -1.458, -2.293], [0.825, -1.331, 1.887], [2.217, -0.281, 1.600], [3.195, -4.290, 0.618], [1.625, -4.469, 1.389], [3.087, -5.005, 2.223], [5.078, -1.894, 1.455], [5.257, -2.826, 2.937], [4.800, -1.132, 3.017], [1.122, -2.992, 4.133], [2.191, -1.694, 4.648], [2.724, -3.360, 4.758]],
  "lowdin_charge": [0.651, 0.046, -0.311, -0.133, -0.155, -0.145, 0.101, -0.437, 0.216, 0.190, -0.663, 0.006, -0.144, 0.093, 0.057, 0.130, 0.121, 0.115, 0.130, 0.116, 0.103, 0.132, 0.162, 0.061, 0.130, 0.121, 0.121, -0.469, 1.988, -0.510, -0.484, -0.518, -0.439, -0.879, -0.034, -0.241, 0.012, -0.297, -0.049, -0.326, 1.935, -0.244, -0.516, -0.058, -0.165, -0.001, -0.052, -0.060, -0.055, -0.023, -0.348, -0.104, -0.063, -0.063, -0.043, -0.332, -0.073, -0.318, -0.103, 0.001, 0.081, 0.093, 0.081, 0.130, 0.100, 0.042, 0.096, 0.133, 0.112, 0.109, 0.110, 0.101, 0.090, 0.110, 0.110, 0.115, 0.082, 0.035, 0.090, 0.070, 0.092, 0.044, 0.123, -0.153, 0.467, -0.165, -0.177, -0.501, 1.649, -0.522, 0.423, -0.196, -0.166, -0.172, 0.037, -0.012, 0.041, 0.041, 0.023, -0.005, 0.037, 0.036, 0.026, -0.002, 0.026, -0.019, -0.006, 0.021, 0.016, 0.035, 0.016, 0.037, 0.034, 0.032, 0.032, 0.033]
}

---

Entry 2:
{
  "formula": "C31H54Cl2OsP2",
  "method": "wB97M-V/def2-TZVPD",
  "total_charge": 0,
  "e_homo_ev": [-5.2, -6.4],
  "spin_multiplicity": 5,
  "species": ["P", "C", "C", "C", "C", "C", "C", "C", "C", "C", "C", "C", "C", "C", "C", "C", "C", "C", "C", "H", "H", "H", "H", "H", "H", "H", "H", "H", "H", "H", "H", "H", "H", "H", "H", "H", "H", "H", "H", "H", "H", "H", "H", "H", "H", "H", "H", "H", "H", "H", "H", "H", "Os", "Cl", "Cl", "C", "H", "C", "C", "C", "C", "C", "C", "H", "H", "H", "H", "H", "C", "C", "P", "C", "C", "C", "C", "H", "H", "H", "H", "H", "H", "H", "H", "H", "H", "H", "H", "H", "H", "H"],
  "xyz": [[-0.416, 1.126, -1.852], [-2.050, 0.377, -2.157], [-2.675, 1.181, -3.287], [-4.115, 0.661, -3.564], [-4.176, -0.860, -3.745], [-3.555, -1.628, -2.561], [-2.100, -1.172, -2.259], [0.983, 0.210, -2.570], [0.913, 0.548, -4.037], [2.297, 0.184, -4.625], [2.694, -1.275, -4.346], [2.597, -1.674, -2.861], [1.228, -1.288, -2.237], [-0.323, 2.932, -1.558], [-1.378, 3.299, -0.481], [-1.416, 4.833, -0.498], [-0.062, 5.475, -0.175], [1.093, 4.819, -0.944], [1.032, 3.288, -0.908], [-2.591, 0.578, -1.199], [-2.044, 1.129, -4.203], [-2.723, 2.248, -3.018], [-4.547, 1.166, -4.443], [-4.766, 0.944, -2.722], [-5.214, -1.192, -3.914], [-3.611, -1.131, -4.648], [-4.167, -1.502, -1.657], [-3.570, -2.708, -2.784], [-1.785, -1.620, -1.293], [-1.446, -1.570, -3.059], [1.849, 0.704, -2.091], [3.046, 0.843, -4.165], [0.692, 1.616, -4.184], [0.108, -0.010, -4.541], [2.332, 0.391, -5.706], [3.705, -1.473, -4.723], [2.018, -1.936, -4.909], [2.780, -2.755, -2.755], [3.394, -1.178, -2.280], [1.277, -1.419, -1.135], [0.455, -1.960, -2.623], [-0.491, 3.459, -2.516], [-2.383, 2.902, -0.675], [-1.028, 2.885, 0.495], [-1.693, 5.116, -1.529], [-2.206, 5.211, 0.159], [0.133, 5.415, 0.902], [-0.104, 6.542, -0.429], [2.064, 5.179, -0.582], [1.022, 5.110, -2.006], [1.914, 2.863, -1.409], [1.011, 2.899, 0.138], [0.445, -0.905, 1.933], [2.275, 0.614, 1.044], [-1.703, 0.500, 1.871], [-0.828, -2.246, 1.402], [-1.900, -2.377, 1.031], [-0.037, -3.465, 1.176], [1.380, -3.296, 1.129], [2.206, -4.367, 1.055], [1.668, -5.656, 0.992], [0.294, -5.841, 0.961], [-0.572, -4.782, 1.015], [1.734, -2.155, 1.160], [3.300, -4.216, 1.073], [-0.129, -6.844, 0.913], [-1.668, -4.851, 0.956], [2.339, -6.528, 0.980], [-0.749, -2.208, 4.736], [-0.752, -0.673, 4.946], [0.581, -0.089, 3.894], [0.547, 1.759, 3.782], [0.785, 2.393, 5.158], [2.231, -0.830, 4.193], [2.561, -0.761, 5.691], [-1.116, -2.427, 3.735], [-1.360, -2.769, 5.486], [0.274, -2.584, 4.783], [-1.689, -0.221, 4.557], [-0.714, -0.337, 6.021], [1.291, 2.092, 3.019], [-0.452, 2.068, 3.369], [1.850, 2.355, 5.407], [0.479, 3.445, 5.176], [0.207, 1.871, 5.920], [2.213, -1.865, 3.838], [2.998, -0.320, 3.587], [1.793, -1.242, 6.287], [3.519, -1.292, 5.892], [2.695, 0.270, 6.003]],
  "lowdin_charge": [1.268, -0.419, -0.212, -0.189, -0.205, -0.187, -0.174, -0.435, -0.222, -0.189, -0.198, -0.183, -0.173, -0.413, -0.219, -0.196, -0.195, -0.197, -0.227, 0.110, 0.114, 0.103, 0.110, 0.118, 0.113, 0.112, 0.117, 0.114, 0.104, 0.101, 0.097, 0.116, 0.107, 0.118, 0.112, 0.110, 0.114, 0.116, 0.118, 0.077, 0.097, 0.124, 0.104, 0.079, 0.114, 0.114, 0.116, 0.110, 0.115, 0.114, 0.102, 0.075, 0.709, -0.109, -0.087, -0.397, 0.041, -0.360, -0.161, -0.117, -0.115, -0.124, -0.061, 0.018, 0.111, 0.100, 0.108, 0.100, -0.173, -0.388, 0.616, -0.424, -0.162, -0.409, -0.150, 0.020, 0.084, 0.051, 0.061, 0.090, 0.030, 0.025, 0.060, 0.066, 0.054, 0.058, 0.051, 0.059, 0.079, 0.052]
}

---

Entry 3:
{
  "formula": "CH2BrO2S",
  "method": "wB97M-V/def2-TZVPD",
  "total_charge": -1,
  "e_above_lowest_kcal_mol": 12.5,
  "e_homo_ev": -4.1,
  "species": ["C", "O", "O", "S", "Br", "H", "H"],
  "xyz": [[0.128, 0.401, -0.480], [-0.787, -1.776, 0.880], [1.240, -0.525, 1.413], [-0.238, -0.441, 1.177], [-1.635, 1.154, -1.793], [0.420, 1.382, -0.122], [0.871, -0.194, -1.075]],
  "nbo_charge": [-0.495, -1.027, -1.019, 1.490, -0.346, 0.186, 0.212]
}